# 1
Below is the molecule C6H9N3 in a non-equilibrium geometry, with properties calculated with ωB97M-V/def2-TZVPD.

Each line ends with the natural charge from an NBO analysis.
Positions of all 18 atoms, in Å:
C  0.039  0.269  0.933  -0.36
C  -0.385  -0.997  0.375  0.46
C  1.714  -0.849  -0.307  -0.27
C  1.443  0.571  0.444  -0.07
H  -0.524  0.593  1.785  0.23
H  -2.397  1.179  0.669  0.19
H  0.887  2.553  0.053  0.35
H  2.622  -1.443  0.019  0.21
H  -2.105  -1.534  -0.589  0.40
C  -1.899  0.672  -0.208  -0.20
H  -0.264  0.191  -1.097  0.19
C  -0.433  0.968  -0.344  -0.07
H  1.909  -0.619  -1.427  0.21
N  0.446  -1.782  -0.267  -0.50
H  2.394  0.802  1.017  0.23
H  -2.424  0.809  -1.176  0.21
N  0.869  1.673  -0.488  -0.58
N  -1.739  -0.796  0.095  -0.64

Computed properties:
SMILES: C1N=C2NC[C@H]3N[C@H]1[C@H]23
Strongest force on any atom, eV/Å: 3.10
LUMO energy, Eh: 0.03121
Kohn-Sham gap, Eh: 0.338
DFT total energy, eV: -10832.834
Relative energy (zero: lowest compared OMol25 entry of this formula, charge and spin), kJ/mol: 462.4
Charge: 0
Highest occupied orbital energy, eV: -8.358

---

# 2
Below is a structure of composition C6H9N3 in a non-equilibrium geometry, with properties calculated with ωB97M-V/def2-TZVPD.

Each line ends with the natural charge from an NBO analysis.
Positions of all 18 atoms, in Å:
H  2.325  2.159  -0.735  0.22
C  1.025  -0.696  -0.005  0.49
N  -0.193  -1.162  -0.559  -0.43
H  -2.349  2.150  -0.128  0.16
N  0.929  0.507  -0.652  -0.40
C  2.788  0.330  0.439  -0.09
H  -0.800  0.386  -2.039  0.19
H  -0.739  -2.935  0.333  0.22
H  3.748  0.477  0.888  0.21
C  2.084  1.183  -0.370  -0.12
H  -1.575  -1.511  0.993  0.18
C  -0.354  0.137  -1.096  0.20
C  -1.988  1.476  0.620  -0.50
C  -1.188  -1.976  0.078  -0.40
H  -1.211  1.804  1.275  0.17
H  -2.614  0.665  0.918  0.16
H  -2.006  -2.133  -0.624  0.21
N  2.120  -0.863  0.665  -0.47

Computed properties:
Strongest force on any atom, eV/Å: 1.19
LUMO energy (alpha / beta), Eh: 0.03417 / -0.03330
Kohn-Sham gap (alpha / beta), Eh: 0.286 / 0.259
2S+1: 3
DFT total energy, eV: -10831.859
Relative energy (zero: lowest compared OMol25 entry of this formula, charge and spin), kJ/mol: 92.6
Charge: 0
Highest occupied orbital energy (alpha / beta), eV: -6.853 / -7.957

---

# 3
Below is the molecule C6H9N3O in a non-equilibrium geometry, with properties calculated with ωB97M-V/def2-TZVPD.

Each line ends with the natural charge from an NBO analysis.
Positions of all 19 atoms, in Å:
O  -2.772  0.643  -0.488  -0.49
H  -2.137  -2.055  0.886  0.25
H  -2.721  -0.841  1.981  0.23
C  0.509  -0.413  -0.393  0.48
N  1.099  0.725  0.083  -0.34
C  -2.002  -0.909  1.206  -0.73
H  3.352  -1.634  0.012  0.22
H  -0.427  2.179  -0.642  0.23
C  0.457  2.072  0.185  -0.41
C  -1.991  -0.088  -0.059  0.70
H  2.958  1.077  0.697  0.19
N  -0.845  -0.521  -0.889  -0.70
H  -1.108  -1.262  -1.335  0.39
C  2.341  0.476  0.381  -0.09
N  1.332  -1.394  -0.449  -0.48
H  -0.821  -0.740  1.759  0.23
C  2.480  -0.901  0.133  -0.11
H  1.253  2.831  -0.378  0.23
H  -0.041  2.205  1.006  0.20

Computed properties:
SMILES: CC(=O)Nc1nccn1C
Strongest force on any atom, eV/Å: 10.03
LUMO energy, Eh: 0.02486
Kohn-Sham gap, Eh: 0.320
DFT total energy, eV: -12881.901
Relative energy (zero: lowest compared OMol25 entry of this formula, charge and spin), kJ/mol: 390.1
Charge: 0
Highest occupied orbital energy, eV: -8.026

---

# 4
Below is a cluster of 2 separate species, C6H9N3O in total in a non-equilibrium geometry, with properties calculated with ωB97M-V/def2-TZVPD.

Each line ends with the natural charge from an NBO analysis.
Positions of all 19 atoms, in Å:
H  1.942  2.735  2.797  0.22
C  1.869  2.424  1.759  -0.06
C  -1.384  1.192  -0.919  0.38
H  3.790  1.510  1.197  0.23
C  2.755  1.739  0.954  -0.30
H  0.850  2.620  -2.850  0.37
N  0.140  1.938  -2.599  -0.79
H  0.545  1.010  -2.710  0.37
N  0.718  2.618  1.046  -0.50
H  -0.734  3.146  -1.152  0.24
C  2.086  1.475  -0.278  -0.29
O  -1.304  -1.189  -1.434  -1.00
H  2.495  0.962  -1.146  0.22
H  -0.090  3.122  1.386  0.42
C  -0.275  2.147  -1.223  -0.17
H  -0.398  -1.168  -1.103  0.47
N  -2.373  0.837  -0.361  -0.41
C  0.832  2.053  -0.196  0.09
H  -2.146  -0.877  -0.727  0.52

Computed properties:
SMILES: N#C[C@H](N)c1ccc[nH]1.O
Strongest force on any atom, eV/Å: 5.28
LUMO energy, Eh: 0.01824
Kohn-Sham gap, Eh: 0.342
DFT total energy, eV: -12883.652
Relative energy (zero: lowest compared OMol25 entry of this formula, charge and spin), kJ/mol: 221.2
Charge: 0
Highest occupied orbital energy, eV: -8.817

---

# 5
Below is a cluster of 2 separate species, C6H9N3O in total in a non-equilibrium geometry, with properties calculated with ωB97M-V/def2-TZVPD.

Each line ends with the natural charge from an NBO analysis.
Positions of all 19 atoms, in Å:
C  1.073  0.957  0.209  0.34
C  1.799  3.084  -0.729  -0.29
H  1.728  -0.360  -2.488  0.21
H  -1.475  -0.370  2.288  0.52
C  2.431  0.045  -1.736  -0.25
H  1.719  -0.947  -0.079  0.41
C  2.690  2.588  -1.828  -0.19
C  0.322  0.390  1.361  0.34
H  3.597  1.232  -3.118  0.21
N  0.108  0.246  2.526  -0.38
N  1.802  0.003  -0.431  -0.59
H  1.117  3.825  -1.180  0.22
H  -2.131  0.221  0.689  0.47
H  3.271  -0.664  -1.708  0.22
H  2.425  3.690  -0.048  0.23
C  2.941  1.349  -2.251  -0.22
H  3.225  3.402  -2.329  0.21
O  -1.840  -0.546  1.195  -1.00
N  1.000  2.226  0.103  -0.44

Computed properties:
SMILES: N#CC1=NCC=CCN1.O
Strongest force on any atom, eV/Å: 5.35
LUMO energy, Eh: 0.01534
Kohn-Sham gap, Eh: 0.362
DFT total energy, eV: -12882.409
Relative energy (zero: lowest compared OMol25 entry of this formula, charge and spin), kJ/mol: 341.1
Charge: 0
Highest occupied orbital energy, eV: -9.421

---

# 6
Below is the ion C6H9N3OP with charge +1 in a non-equilibrium geometry, with properties calculated with ωB97M-V/def2-TZVPD.

Each line ends with the natural charge from an NBO analysis.
Positions of all 20 atoms, in Å:
H  -2.116  0.942  -0.465  0.24
H  3.591  -0.617  -0.505  0.24
C  2.254  0.507  0.599  -0.33
O  0.585  1.639  1.776  -0.62
H  -2.520  2.024  1.215  0.41
C  -0.085  0.172  -0.009  -0.22
C  0.325  -0.736  -0.942  0.40
H  -1.627  -2.931  -3.076  0.08
C  2.566  -0.371  -0.340  0.10
P  -1.932  -1.741  -2.125  0.70
H  -2.044  -0.505  0.672  0.23
N  -1.866  1.300  1.386  -0.82
N  1.653  -0.971  -1.151  -0.48
H  -2.084  0.826  2.285  0.40
H  1.740  -1.706  -1.743  0.43
C  0.925  0.848  0.812  0.49
H  3.096  0.936  1.225  0.27
H  -0.511  1.591  1.894  0.49
N  -0.401  -1.624  -1.791  -0.76
C  -1.548  0.416  0.283  -0.25

Computed properties:
Strongest force on any atom, eV/Å: 4.75
LUMO energy (alpha / beta), Eh: -0.12236 / -0.24649
Kohn-Sham gap (alpha / beta), Eh: 0.287 / 0.249
2S+1: 3
DFT total energy, eV: -22164.536
Charge: +1
Highest occupied orbital energy (alpha / beta), eV: -11.128 / -13.472